C41H39MoNO2PSSi | the ωB97M-V functional and the def2-TZVPD basis

```
87
Properties=species:S:1:pos:R:3:forces:R:3
Mo 1.185 -0.593 -1.074 0.1739 -0.6991 0.2664
O 0.523 -4.220 0.444 0.1491 -0.0616 0.0129
C 0.096 -3.134 0.229 -0.2256 -0.0491 -0.2055
O 0.669 -2.344 -0.755 0.0136 -0.1737 0.3068
C -1.138 -2.587 0.891 0.1402 0.0529 -0.1463
C -2.122 -3.512 1.210 -0.0057 -0.0697 -0.0007
C -3.282 -3.106 1.850 -0.0295 0.0428 0.0375
C -3.452 -1.773 2.193 0.0017 -0.0191 -0.0406
C -2.458 -0.848 1.903 -0.0229 0.0022 -0.0487
C -1.301 -1.243 1.243 0.0462 0.1363 0.0829
P 0.168 -0.156 1.128 -0.2293 0.1197 0.0148
C -0.377 1.536 1.430 -0.0816 -0.0694 -0.0490
C -1.362 2.047 0.583 -0.0252 -0.0178 0.0163
C -1.776 3.361 0.714 0.0107 0.0168 0.0102
C -1.195 4.177 1.679 -0.0183 -0.0143 -0.0223
C -0.204 3.677 2.508 0.0236 -0.0151 -0.0052
C 0.210 2.357 2.386 0.0557 -0.0236 0.0090
C 1.047 -0.786 2.593 0.0025 0.0549 -0.0689
C 0.454 -0.624 3.844 -0.0050 0.0584 0.0586
C 1.028 -1.194 4.969 -0.0320 0.0259 -0.0258
C 2.178 -1.961 4.848 0.0610 -0.0345 -0.0859
C 2.751 -2.157 3.599 -0.0249 0.0004 0.1011
C 2.192 -1.566 2.476 0.0594 -0.0432 -0.1140
H -1.967 -4.551 0.953 0.0123 -0.0070 -0.0088
H -4.048 -3.832 2.087 -0.0085 -0.0001 -0.0061
H -4.354 -1.452 2.697 -0.0001 0.0001 0.0081
H -2.579 0.186 2.202 -0.0154 0.0096 0.0194
H -1.807 1.412 -0.177 0.0085 0.0633 0.0120
H -2.544 3.754 0.061 -0.0038 -0.0063 -0.0053
H -1.514 5.206 1.778 -0.0038 0.0045 0.0011
H 0.253 4.317 3.252 0.0043 -0.0096 0.0044
H 0.996 1.972 3.022 -0.0108 -0.0145 0.0249
H -0.463 -0.056 3.943 -0.0008 0.0303 0.0106
H 0.570 -1.051 5.939 -0.0096 0.0082 -0.0046
H 2.620 -2.415 5.724 0.0039 -0.0028 0.0067
H 3.637 -2.769 3.495 0.0028 -0.0029 0.0038
H 2.664 -1.715 1.512 -0.0268 0.0110 0.0472
C -4.736 0.240 -0.871 0.0100 -0.0545 -0.0750
C -4.873 -0.773 -2.018 0.0145 0.0683 0.0204
C -6.177 -0.462 -2.757 -0.0091 -0.0396 0.0034
C -4.949 -2.195 -1.445 -0.0070 0.0411 0.0713
C -3.657 -0.699 -2.944 -0.0792 -0.0013 -0.0200
C -3.807 -0.795 -4.337 0.0727 0.0848 -0.0831
C -2.730 -0.735 -5.200 -0.0364 0.0142 0.1187
C -1.467 -0.590 -4.647 -0.0435 -0.0019 -0.1879
S 0.057 -0.446 -5.464 -0.0363 -0.0262 -0.1323
C 0.851 -0.338 -3.964 0.1763 -0.0787 -0.0248
N 0.065 -0.408 -2.906 -0.2112 0.3520 0.0949
C -1.284 -0.531 -3.270 0.1507 0.0631 0.1194
C -2.377 -0.580 -2.416 -0.0246 -0.0488 0.0965
C 2.293 -0.195 -3.797 -0.1220 0.0614 0.0335
C 3.147 -0.047 -4.884 0.0040 -0.0223 -0.0418
C 4.501 0.128 -4.660 0.0236 0.0136 -0.0215
C 4.981 0.158 -3.358 -0.0090 -0.0243 -0.0017
C 4.119 0.011 -2.279 0.0221 -0.1817 -0.0665
C 2.753 -0.182 -2.469 0.1813 0.2665 0.0241
H -5.631 0.215 -0.248 -0.0020 -0.0178 0.0001
H -4.623 1.256 -1.256 0.0055 -0.0023 -0.0149
H -3.888 0.014 -0.228 0.0346 0.0073 0.0414
H -6.996 -0.443 -2.038 -0.0139 0.0050 -0.0066
H -6.424 -1.220 -3.501 0.0067 0.0035 0.0084
H -6.137 0.511 -3.250 -0.0080 0.0058 0.0006
H -5.776 -2.267 -0.736 0.0004 -0.0205 -0.0038
H -4.026 -2.455 -0.923 0.0055 -0.0078 0.0174
H -5.112 -2.928 -2.237 0.0155 0.0043 -0.0128
H -4.794 -0.894 -4.765 -0.0002 -0.0123 0.0170
H -2.870 -0.789 -6.271 -0.0159 -0.0078 -0.0057
H -2.213 -0.529 -1.347 -0.0028 -0.0402 0.0043
H 2.760 -0.059 -5.897 0.0168 -0.0013 -0.0070
H 5.178 0.247 -5.495 0.0001 -0.0005 -0.0084
H 6.040 0.301 -3.183 0.0073 0.0006 0.0070
H 4.519 0.044 -1.274 -0.0013 0.0193 -0.0597
C 3.992 3.884 1.530 -0.0336 0.2083 -0.0211
Si 4.424 2.108 1.826 -0.0665 -0.0714 -0.0245
C 4.130 1.608 3.588 -0.0695 -0.0477 0.1959
C 6.154 1.718 1.301 0.2028 -0.0561 -0.0785
C 3.285 1.114 0.757 -0.2255 -0.0446 0.0227
C 2.514 0.448 0.080 0.0342 0.2546 -0.2416
H 4.504 4.521 2.254 -0.0067 0.0294 -0.0167
H 2.918 4.049 1.628 0.0006 0.0218 0.0145
H 4.294 4.198 0.530 -0.0206 0.0201 -0.0054
H 4.956 1.942 4.220 -0.0109 0.0104 0.0167
H 4.050 0.524 3.682 0.0090 -0.0070 0.0255
H 3.212 2.050 3.983 -0.0005 -0.0275 0.0040
H 6.876 2.237 1.935 0.0158 -0.0018 -0.0139
H 6.323 2.031 0.269 0.0287 -0.0143 -0.0036
H 6.354 0.647 1.370 0.0275 0.0012 0.0043
```
Forces are in eV/Å.

Net charge ... +1
Maximum force ... 0.015 Eh/bohr
Molecular weight ... 764.84 g mol⁻¹
ΔE to the lowest compared entry with this formula, charge and spin ... 16.2 kJ/mol

Löwdin atomic charge list, values in e, 8 entries: atom 1 (Mo): 1.453, atom 2 (O): 0.175, atom 3 (C): -0.487, atom 4 (O): -0.257, atom 5 (C): -0.148, atom 6 (C): 0.002, atom 7 (C): -0.049, atom 8 (C): -0.051

***

C41H40AsF7IrNO6 | the ωB97M-V functional and the def2-TZVPD basis

```
97
Properties=species:S:1:pos:R:3:forces:R:3
Ir 1.711 -0.823 0.532 0.3649 0.0518 0.5783
N 1.926 0.895 2.112 0.0427 -0.3928 -0.3014
C 1.845 0.318 3.463 0.0159 0.1463 0.2452
C 0.468 -0.192 3.809 0.0556 -0.1272 -0.2158
C 0.039 -1.473 3.105 -0.2401 0.1275 0.1094
O -0.919 -2.086 3.561 0.0624 -0.0550 -0.0450
O 0.653 -1.857 2.030 0.1104 -0.0665 -0.4419
H 2.894 1.226 1.959 -0.0684 0.0471 0.0491
H 1.294 1.681 2.008 -0.0086 -0.0054 0.0313
H 2.154 1.062 4.199 0.0609 0.0320 -0.0477
H 2.563 -0.496 3.521 0.0055 -0.0245 -0.0207
H -0.304 0.558 3.597 0.0101 0.0405 0.0770
H 0.417 -0.400 4.877 -0.0487 0.0335 0.0092
C -5.104 0.228 0.549 0.1370 -0.0070 -0.1206
C -3.731 -0.161 1.065 -0.2120 -0.0556 0.1718
C -3.799 -0.612 2.519 0.1484 0.0232 -0.0796
O -3.192 -1.170 0.232 0.0399 0.0566 -0.1208
C -1.781 -1.059 0.369 0.1604 0.1122 0.0141
C -1.553 0.467 0.582 0.2981 -0.2207 -0.1772
O -2.838 0.945 0.925 -0.0036 0.0334 -0.0268
C -0.881 1.371 -0.510 -0.7624 0.2580 0.0523
O 0.349 0.822 -0.831 0.2698 0.2118 -0.0434
C -0.620 2.742 0.170 0.2750 -0.1361 -0.0234
C 0.684 3.190 0.353 -0.1028 0.0318 -0.0503
C 0.937 4.419 0.952 0.0037 -0.0038 -0.0078
C -0.118 5.214 1.367 0.0184 0.0225 0.0086
C -1.422 4.783 1.161 -0.0198 -0.0164 -0.0032
C -1.677 3.561 0.559 0.0074 0.0025 0.0403
C -1.709 1.676 -1.769 0.1459 -0.0113 -0.0215
C -1.200 2.642 -2.638 0.0238 -0.0645 -0.0028
C -1.896 3.023 -3.773 0.0234 -0.0216 -0.0135
C -3.125 2.444 -4.061 0.0169 -0.0080 -0.0010
C -3.624 1.462 -3.221 -0.0083 0.0165 -0.0248
C -2.917 1.075 -2.089 -0.0532 0.0099 0.0127
C -1.006 -1.837 -0.719 -0.2697 -0.4329 0.1460
O 0.305 -1.347 -0.824 0.1097 0.4234 0.1909
C -1.642 -1.794 -2.112 0.1598 0.0945 -0.0147
C -2.848 -2.444 -2.358 -0.0481 0.0772 -0.0317
C -3.397 -2.442 -3.630 -0.0065 0.0030 0.0130
C -2.737 -1.810 -4.678 -0.0020 0.0167 -0.0134
C -1.528 -1.178 -4.441 0.0015 -0.0245 -0.0036
C -0.982 -1.171 -3.164 -0.0230 -0.0220 -0.0105
C -0.892 -3.326 -0.331 0.1274 0.0929 -0.0191
C -1.589 -3.916 0.711 -0.0729 -0.0629 -0.0038
C -1.393 -5.260 1.009 -0.0280 -0.0096 -0.0385
C -0.507 -6.023 0.269 0.0152 -0.0087 0.0010
C 0.191 -5.437 -0.780 -0.0071 0.0227 -0.0138
C -0.004 -4.100 -1.078 -0.0197 -0.0152 0.0497
H -5.680 -0.680 0.372 -0.0506 0.0160 0.0655
H -5.018 0.781 -0.384 -0.0219 -0.0102 0.0119
H -5.617 0.847 1.283 -0.0219 -0.0033 0.0019
H -4.522 -1.424 2.608 -0.0109 0.0068 0.0372
H -4.118 0.227 3.137 -0.0352 -0.0161 0.0097
H -2.834 -0.965 2.884 -0.0109 -0.0277 0.0167
H -1.484 -1.527 1.304 -0.0307 0.0308 0.0373
H -0.876 0.573 1.437 -0.0170 -0.0080 0.0215
H 1.506 2.573 0.017 0.0344 0.0405 0.0387
H 1.961 4.743 1.094 0.0002 -0.0052 0.0085
H 0.073 6.168 1.843 0.0008 0.0023 -0.0089
H -2.252 5.407 1.471 -0.0052 -0.0049 0.0016
H -2.694 3.236 0.398 -0.0084 0.0014 -0.0225
H -0.244 3.101 -2.415 -0.0213 0.0455 0.0083
H -1.484 3.783 -4.426 0.0054 -0.0092 -0.0045
H -3.682 2.752 -4.937 0.0005 -0.0136 -0.0051
H -4.569 0.982 -3.446 0.0130 -0.0247 -0.0034
H -3.311 0.280 -1.480 0.0236 -0.0027 0.0356
H -3.361 -2.944 -1.548 0.0178 -0.0351 -0.0026
H -4.337 -2.949 -3.810 -0.0039 0.0022 0.0087
H -3.164 -1.817 -5.673 -0.0059 0.0027 0.0019
H -1.006 -0.682 -5.250 0.0002 0.0091 0.0054
H -0.046 -0.667 -2.971 -0.0109 0.0051 -0.0097
H -2.284 -3.350 1.315 0.0444 0.0272 0.0078
H -1.931 -5.703 1.838 -0.0022 0.0071 0.0034
H -0.351 -7.067 0.510 0.0010 0.0027 0.0085
H 0.891 -6.022 -1.364 0.0000 -0.0051 0.0063
H 0.542 -3.636 -1.891 -0.0028 -0.0084 -0.0164
F 3.364 -1.246 1.492 -0.2236 -0.0226 -0.1277
As 5.381 0.001 3.227 -0.1513 0.4579 0.2220
F 6.457 -0.981 2.116 -0.1389 0.2121 -0.2514
F 5.088 -1.475 4.107 0.0691 -0.2855 0.2457
F 6.860 0.550 3.933 -0.0019 0.1643 -0.1055
F 4.551 0.856 4.581 -0.0903 -0.0433 -0.0490
F 4.674 1.636 2.138 0.4166 -0.5043 0.0894
F 6.999 2.975 -0.466 0.0214 0.0409 0.0638
C 6.024 2.060 -0.585 -0.0440 -0.1340 -0.0731
C 4.781 2.478 -1.028 0.0490 0.1399 0.0390
C 3.796 1.531 -1.189 -0.1185 -0.1523 0.0423
C 4.041 0.173 -0.908 0.0537 0.2790 0.0089
C 2.993 -0.793 -1.155 -0.4894 -0.3487 0.0037
C 5.308 -0.198 -0.431 -0.0828 -0.0218 -0.0016
C 6.305 0.740 -0.280 0.0563 0.0541 -0.1124
H 4.608 3.527 -1.228 0.0098 -0.0003 -0.0286
H 2.812 1.814 -1.546 0.0229 0.0141 -0.0477
H 3.313 -1.826 -1.274 0.0511 0.0285 -0.0378
H 2.269 -0.474 -1.905 0.0240 -0.1293 -0.0671
H 5.495 -1.226 -0.157 0.0020 0.0114 -0.0004
H 7.283 0.463 0.088 -0.0216 0.0188 0.0628
```
Forces are in eV/Å.

Net charge ... -1
Maximum force ... 0.016 Eh/bohr
Molecular weight ... 1042.90 g mol⁻¹
Multiplicity ... 6
Energy ... -139641.8888 eV

Löwdin atomic charge list, values in e, 8 entries: atom 1 (Ir): 1.631, atom 2 (N): -0.023, atom 3 (C): -0.256, atom 4 (C): -0.093, atom 5 (C): -0.634, atom 6 (O): 0.030, atom 7 (O): -0.166, atom 8 (H): 0.048